# 1
ORCA calculation (wB97M-V/def2-TZVPD) on 2 unconnected molecules or ions with the total composition C4H8IN2.

Values from the calculation:
energy relative to the best compared isomer or geometry (same formula, charge and spin) = 82.1 kJ/mol
Kohn-Sham gap = 9.9 eV
energy = -15351.2555 eV
charge = +1
HOMO energy = -13.44 eV

Last column: Mulliken charge in e.
Element x y z (Å)
C: -0.011 2.458 0.914  -0.174
C: 0.039 0.598 -0.250  -0.262
C: -1.215 0.669 0.356  -0.278
C: 0.829 -2.854 -0.868  -0.876
N: 0.692 1.717 0.066  -0.026
N: -1.198 1.837 1.117  -0.056
I: -2.915 -0.547 0.481  0.259
H: 0.248 3.405 1.430  0.362
H: 0.697 -1.832 -0.482  -0.056
H: 0.402 0.059 -1.065  0.616
H: 0.639 -2.856 -1.916  0.312
H: 1.791 -3.304 -0.796  0.326
H: 0.188 -3.641 -0.571  0.307
H: 1.645 2.008 -0.233  0.289
H: -1.834 2.283 1.816  0.258

=====

# 2
ORCA calculation (wB97M-V/def2-TZVPD) on a molecular structure, C20H23B2F9MoN3O8.

Values from the calculation:
energy relative to the best compared isomer or geometry (same formula, charge and spin) = 0.0 kJ/mol
Kohn-Sham gap (spin up / spin down) = 7.7 / 8.5 eV
multiplicity = 3
energy = -69638.3744 eV
charge = +1
HOMO energy (spin up / spin down) = -11.10 / -11.85 eV

Last column: Mulliken charge in e.
Element x y z (Å)
Mo: -0.737 -0.648 3.492  1.892
O: 2.481 -0.225 5.843  -0.474
C: 1.350 -0.827 5.692  0.902
O: 0.361 -0.243 5.228  -0.836
C: 1.293 -2.270 6.125  -0.692
O: 0.094 -2.871 5.741  -0.327
C: -1.054 -2.544 6.495  -0.316
C: -2.216 -2.065 5.634  0.355
O: -3.310 -1.929 6.083  -0.530
O: -1.943 -1.818 4.324  -0.666
H: 2.452 0.636 5.356  0.587
H: 1.479 -2.314 7.204  0.452
H: 2.107 -2.796 5.624  0.391
H: -0.863 -1.754 7.227  0.297
H: -1.406 -3.423 7.038  0.406
C: -2.262 3.921 -2.536  -1.038
C: -1.086 3.719 -1.596  -1.027
N: -1.220 2.494 -0.787  0.210
C: -1.624 2.602 0.479  -0.402
C: -1.761 1.538 1.335  -0.147
C: -2.133 1.861 2.751  0.544
O: -2.768 2.839 3.021  -0.616
O: -1.666 1.014 3.670  -0.585
C: -1.490 0.245 0.870  2.151
O: -1.517 -0.801 1.607  -1.268
C: -1.120 0.105 -0.520  1.004
C: -0.836 -1.172 -1.024  -0.668
C: -0.370 -1.282 -2.294  0.274
F: -0.074 -2.492 -2.806  -0.357
C: -0.140 -0.159 -3.105  -1.945
C: -0.447 1.091 -2.625  -0.842
C: -0.946 1.242 -1.320  0.619
N: 0.443 -0.300 -4.407  0.457
C: 1.772 -0.919 -4.407  -0.433
C: 2.495 -0.431 -5.664  -0.908
N: 1.450 -0.133 -6.714  -0.129
C: 0.349 -1.154 -6.682  -0.766
C: -0.436 -0.958 -5.380  -0.458
H: -2.120 4.836 -3.110  0.391
H: -3.190 4.016 -1.972  0.351
H: -2.373 3.091 -3.233  0.324
H: -1.010 4.545 -0.892  0.469
H: -0.134 3.677 -2.124  0.453
H: -1.826 3.599 0.849  0.530
H: -0.945 -2.039 -0.389  0.530
H: -0.265 1.940 -3.266  0.386
H: 1.723 -2.012 -4.381  0.386
H: 2.324 -0.596 -3.527  0.510
H: 3.169 -1.180 -6.075  0.379
H: 3.041 0.494 -5.495  0.414
H: 1.876 -0.077 -7.637  0.328
H: 1.042 0.778 -6.495  0.392
H: 0.834 -2.127 -6.736  0.354
H: -0.274 -1.024 -7.563  0.392
H: -0.793 -1.936 -5.041  0.376
H: -1.303 -0.318 -5.548  0.405
F: 0.689 -2.015 3.103  -0.207
B: 1.723 -2.474 1.889  -0.073
F: 2.922 -2.135 2.415  -0.307
F: 1.464 -3.795 1.773  -0.281
F: 1.314 -1.718 0.824  -0.143
F: 2.208 1.677 3.943  -0.354
B: 1.529 1.822 2.735  0.098
F: 2.345 1.909 1.652  -0.281
F: 0.561 2.792 2.784  -0.334
F: 0.763 0.492 2.545  0.404

=====

# 3
ORCA calculation (wB97M-V/def2-TZVPD) on C4H8N2O in the gas phase.

Values from the calculation:
energy relative to the best compared isomer or geometry (same formula, charge and spin) = 541.2 kJ/mol
Kohn-Sham gap = 8.8 eV
SMILES = [H]/N=C/N/C=C\CO
energy = -9300.7836 eV
HOMO energy = -7.90 eV

Last column: Mulliken charge in e.
Element x y z (Å)
H: 3.989 -0.701 0.200  0.253
N: 3.035 -1.010 0.352  -0.585
C: 2.297 0.040 -0.139  0.117
N: 0.854 -0.122 0.104  -0.146
C: 0.135 0.890 -0.185  0.103
C: -1.214 1.069 0.191  -0.573
C: -2.103 -0.237 0.437  -0.356
O: -1.884 -1.577 -0.241  -0.538
H: 2.411 1.202 -0.707  0.163
H: 0.814 -1.227 -0.071  0.356
H: 0.746 1.670 -0.669  0.153
H: -1.803 2.115 0.213  0.248
H: -1.810 -0.527 1.450  0.238
H: -3.191 0.088 0.168  0.284
H: -2.276 -1.671 -1.103  0.283

=====

# 4
ORCA calculation (wB97M-V/def2-TZVPD) on a molecular structure, C27H42BN9O8SSe3TeY.

Values from the calculation:
energy relative to the best compared isomer or geometry (same formula, charge and spin) = 132.0 kJ/mol
Kohn-Sham gap = 6.2 eV
energy = -274366.5078 eV
charge = -1
HOMO energy = -4.05 eV

Last column: Mulliken charge in e.
Element x y z (Å)
Y: -0.979 -0.843 0.363  -1.271
Se: -0.412 -3.353 1.615  -0.092
Se: -2.306 -4.185 0.483  -0.537
Te: -3.817 -2.080 0.499  0.322
Se: -5.161 -2.370 -1.542  -0.729
C: 1.396 -1.192 -2.568  0.401
C: 2.691 -1.656 -3.269  -0.914
N: 3.430 -2.592 -2.431  -0.190
C: 2.589 -3.758 -2.187  -0.801
C: 1.234 -3.342 -1.579  -0.531
N: 1.233 -1.899 -1.288  1.195
C: 2.390 -1.596 -0.433  0.481
C: 3.705 -1.944 -1.156  -1.049
H: 0.524 -1.413 -3.182  0.315
H: 1.402 -0.121 -2.365  -0.665
H: 3.343 -0.805 -3.486  0.334
H: 2.473 -2.154 -4.217  0.302
H: 3.132 -4.429 -1.515  0.245
H: 2.451 -4.282 -3.135  0.365
H: 1.020 -3.880 -0.654  0.159
H: 0.418 -3.532 -2.278  0.246
H: 2.281 -2.198 0.476  0.173
H: 2.345 -0.539 -0.162  -0.477
H: 4.317 -2.618 -0.552  0.353
H: 4.295 -1.045 -1.353  0.341
O: 1.675 -5.494 3.810  -0.540
C: 1.402 -4.712 4.938  -0.513
N: 1.240 -3.323 4.609  0.215
C: 2.052 -2.329 5.028  0.069
O: 2.948 -2.449 5.840  -0.715
C: 1.716 -1.043 4.344  -0.198
C: 1.505 0.136 5.041  -0.614
C: 0.956 1.205 4.352  -1.277
C: 0.632 1.047 3.015  -0.578
N: 0.898 -0.058 2.320  0.815
C: 1.446 -1.064 2.983  -0.924
H: 1.028 -5.276 3.126  0.289
H: 2.262 -4.802 5.608  0.382
H: 0.493 -5.074 5.449  0.277
H: 0.430 -3.068 4.054  -0.159
H: 1.712 0.185 6.100  0.494
H: 0.724 2.133 4.851  0.484
H: 0.132 1.829 2.467  0.834
H: 1.645 -1.967 2.419  1.178
N: -4.171 1.298 1.822  -0.299
C: -3.897 1.749 0.600  0.107
N: -3.075 1.177 -0.221  0.636
C: -3.024 1.875 -1.411  -1.016
C: -2.232 1.557 -2.511  -0.467
C: -2.313 2.331 -3.652  -0.485
C: -3.161 3.433 -3.718  -0.898
C: -3.943 3.777 -2.633  -0.365
C: -3.869 2.999 -1.494  1.024
S: -4.719 3.195 0.011  -0.438
H: -3.495 0.665 2.248  0.106
H: -4.710 1.871 2.446  0.236
H: -1.546 0.726 -2.451  0.497
H: -1.699 2.078 -4.504  0.420
H: -3.207 4.026 -4.619  0.388
H: -4.598 4.633 -2.675  0.425
N: -2.686 -1.261 -3.773  -0.470
C: -2.150 -2.062 -2.816  -0.315
N: -2.215 -3.404 -3.022  -0.315
O: -1.504 -1.600 -1.858  0.906
H: -3.472 -1.670 -4.253  0.301
H: -2.901 -0.334 -3.430  0.217
H: -3.042 -3.725 -3.503  0.371
H: -2.050 -3.910 -2.153  0.033
C: 1.085 4.240 1.207  -2.262
C: 0.436 3.592 -0.020  2.130
C: -0.532 4.589 -0.659  -1.927
O: -0.340 2.482 0.438  -0.029
B: -0.035 1.298 -0.232  1.377
O: 0.979 1.595 -1.143  0.147
C: 1.448 2.939 -1.021  1.883
C: 2.887 2.857 -0.496  -2.263
C: 1.454 3.558 -2.419  -2.096
H: 0.300 4.584 1.877  0.477
H: 1.691 5.100 0.928  0.392
H: 1.711 3.539 1.751  0.436
H: -1.256 4.901 0.091  0.532
H: -1.080 4.140 -1.483  0.081
H: -0.014 5.473 -1.024  0.372
H: 2.932 2.297 0.434  0.273
H: 3.318 3.842 -0.333  0.413
H: 3.499 2.334 -1.229  0.496
H: 0.464 3.525 -2.873  0.285
H: 2.137 2.994 -3.052  0.481
H: 1.792 4.592 -2.392  0.386
O: -1.188 -1.226 4.229  -0.496
N: -2.013 -0.484 3.727  0.699
O: -2.818 0.161 4.373  -0.768
O: -2.065 -0.397 2.452  -0.111